This record from the OMol25 dataset describes a structure of composition C4H10O. The level of theory is ωB97M-V/def2-TZVPD.

Last column: natural (NBO) charge in e.
Positions of all 15 atoms, in Å:
H (-1.7133, 1.4455, 0.2968)  0.224
H (0.3689, -1.4402, 1.4906)  0.222
H (-0.9571, -0.2979, -1.9962)  0.226
H (0.2260, 1.3205, 0.9806)  0.462
H (1.9122, 0.6271, 1.1145)  0.463
C (-0.1254, 0.2430, -1.5246)  -0.661
C (0.2753, -1.3883, 0.4011)  -0.668
H (0.8129, -0.0996, -1.9681)  0.223
O (1.3425, 1.0748, 0.4675)  -0.938
H (-1.4143, 0.2746, 1.6919)  0.219
H (1.2205, -1.6839, -0.0646)  0.221
C (-1.0355, 0.7468, 0.7857)  -0.828
C (-0.1697, -0.0217, -0.0455)  0.369
H (-0.2479, 1.3095, -1.7299)  0.233
H (-0.4951, -2.1101, 0.1001)  0.233

Summary:
energy relative to the best compared isomer or geometry (same formula, charge and spin): 2.8862 eV
net charge: 0
highest occupied orbital energy: -8.353 eV
HOMO-LUMO gap: 9.24 eV
LUMO energy: 0.884 eV
E_tot: -6354.91669 eV

---

This record from the OMol25 dataset describes a structure of composition C51H76F4IN20O8PS3 at a distorted geometry. The level of theory is ωB97M-V/def2-TZVPD.

Last column: Löwdin charge in e.
Positions of all 164 atoms, in Å:
H (-0.7227, 3.6501, -0.6489)  0.126
H (0.5455, -7.4648, -0.2798)  0.072
H (-1.3852, 7.2663, -3.8928)  0.088
N (-4.6202, -3.8030, 1.3224)  0.055
O (1.6387, 4.0809, -0.7482)  -0.006
H (0.2747, 3.2257, 1.7172)  0.126
H (-4.1546, -0.1312, -4.0726)  0.092
H (7.0257, 4.3662, 6.3245)  0.076
H (-3.1858, 1.9451, 6.1713)  0.071
C (3.1121, -1.2153, -7.9185)  -0.295
N (1.6242, 2.2471, 4.0963)  0.020
C (-3.8385, 4.0162, 2.9846)  -0.262
H (-1.7491, 2.4635, 3.2863)  0.049
N (3.7372, 5.0245, 3.8329)  0.129
H (5.0199, 5.0348, 0.9620)  0.084
H (2.6120, -4.7424, -2.8808)  0.078
H (-2.9661, 5.7831, 3.7096)  0.085
C (-0.1284, 3.1384, -3.6239)  -0.396
C (3.3216, 0.2053, -8.2110)  -0.092
H (1.7486, 1.4903, 3.4393)  0.053
O (2.3963, 2.2635, 0.1213)  -0.059
H (-1.4988, -7.0106, 5.1414)  0.084
H (2.9363, 0.4409, -9.1987)  0.068
H (5.2596, 0.0559, 5.5934)  0.034
C (-0.8006, 2.5627, -0.7622)  -0.089
H (3.0655, -1.1812, -1.3752)  0.006
H (4.0169, 3.5676, 1.0544)  0.060
H (-2.1086, 2.5558, 0.9023)  0.099
H (-1.5379, 0.9647, 0.4931)  0.099
N (-8.2153, -2.1794, -0.5904)  0.142
H (2.5275, -0.3564, 0.0720)  0.101
H (0.2328, 3.7867, 3.9061)  0.105
C (-2.2787, 6.7056, -4.1611)  -0.070
C (0.5174, -8.4641, 0.1520)  -0.070
C (-3.7949, -4.7781, 0.8511)  -0.133
H (1.2431, -1.9673, 2.8317)  0.050
C (-9.1045, -2.4035, 1.8535)  -0.061
H (4.4055, 1.2250, 4.5784)  0.063
F (1.0721, 4.2018, -5.4859)  0.075
C (8.2615, 2.2651, 10.4500)  -0.069
N (2.9433, -2.3248, -7.6889)  0.123
H (-7.0522, -8.2279, -2.0158)  0.079
C (4.4069, -0.7465, 3.8546)  -0.270
H (-0.5781, -5.9275, 4.0800)  0.078
H (-3.0909, -1.4671, -3.7468)  0.046
H (-0.7327, -4.0192, -2.8212)  0.128
H (8.0394, 3.2312, 10.8992)  0.079
H (-0.3868, -1.9575, -4.2144)  0.084
C (-8.6077, -2.2760, 0.4819)  -0.275
H (2.8011, 0.8108, -7.4694)  0.053
H (-8.3648, -2.9163, 2.4663)  0.084
N (5.7962, 1.5552, 7.0076)  0.139
H (-1.7145, 2.3871, -1.3395)  0.081
O (-0.9139, -2.0096, 1.1527)  0.106
C (-6.1271, -7.6547, -2.0044)  -0.068
C (2.2084, -1.0634, -0.7091)  -0.030
H (-1.3102, -1.8831, -2.7494)  0.095
C (-0.2853, -1.9745, -3.1125)  -0.246
H (-0.8436, 4.0040, -5.4592)  0.171
C (-1.1912, 1.9963, 0.6365)  -0.165
H (-2.3829, 6.6981, -5.2453)  0.080
C (3.2806, 3.2451, -9.5092)  -0.268
H (-5.4036, -8.1573, -1.3650)  0.083
F (0.2301, 4.2896, -3.0261)  0.141
H (-0.3758, -8.5607, 0.7683)  0.037
H (5.6497, 3.5872, 1.7758)  0.082
N (0.0794, 0.5657, -3.5419)  0.001
O (-0.1553, -1.4028, -0.7085)  -0.093
H (-2.0001, 0.0845, -1.9015)  0.099
H (-2.9107, 1.3867, -2.6789)  0.108
S (-4.9357, -3.6752, -3.3874)  0.749
N (-2.2486, -7.8252, 2.2010)  0.139
C (4.1912, 4.6481, 2.8481)  -0.265
C (2.0561, 4.0085, -9.2525)  -0.050
C (4.7564, 4.1809, 1.5834)  -0.048
N (-4.3800, 7.8116, -3.0781)  0.128
C (0.5643, 1.8949, -2.9489)  -0.138
H (-4.1795, 0.5477, 5.7167)  0.077
H (2.1011, -2.0134, -0.1649)  0.087
P (2.4159, 2.2169, -3.4491)  0.353
C (-3.3742, 0.8885, 6.3641)  -0.061
C (5.9755, 4.0918, 6.4135)  -0.056
O (0.6472, -4.1832, -0.6939)  0.099
H (-5.6598, -2.1896, 0.3985)  0.094
H (-2.2841, -5.5886, 4.4275)  0.087
C (0.2314, 2.7181, 4.1747)  -0.275
H (2.5278, -2.5051, 3.9204)  0.026
H (0.5998, 0.5432, -4.4357)  0.090
H (-3.3007, -5.5558, 1.4602)  0.074
H (3.0431, -3.4229, -1.9302)  0.034
H (-3.0824, -5.2330, -1.2476)  0.118
H (5.4698, 4.2979, 5.4689)  0.038
C (-3.7688, 5.4779, 3.0405)  -0.055
C (-4.6189, -2.8871, -2.0188)  -1.032
H (-9.2920, -1.4162, 2.2711)  0.083
C (-2.1642, 0.1035, 6.1007)  -0.161
S (-4.5054, -1.0980, -1.8551)  0.923
C (0.4983, -9.4676, -0.9151)  -0.286
N (4.4034, -1.4977, 2.9879)  0.121
I (2.3096, -1.4216, -4.1042)  1.207
C (0.6274, -0.6945, -2.8514)  -0.456
C (4.3923, 0.2084, 4.9646)  -0.091
C (-1.5531, -6.3775, 4.2579)  -0.050
H (2.2476, 3.0097, 3.8818)  0.016
S (3.8070, 1.3139, -2.4938)  0.463
H (-3.6735, 0.7643, 7.4037)  0.076
H (3.7424, 3.8315, -3.6662)  0.083
N (-4.3900, -3.5625, -0.7870)  -0.185
H (0.6416, 1.5268, 1.6584)  0.090
H (7.3568, 1.6599, 10.4388)  0.081
N (-3.8845, 2.8719, 2.9392)  0.146
C (1.6207, 2.8466, -0.6664)  -0.711
H (-4.7117, 5.8785, 3.4075)  0.082
H (1.7406, 3.8653, -8.2199)  0.060
H (3.2133, 2.4825, -5.4409)  0.076
C (-0.1974, 2.2296, 1.7600)  -0.201
C (0.0252, 3.4054, -5.1462)  -0.285
H (4.3829, 0.4392, -8.1806)  0.078
N (2.4741, -4.2561, -2.0024)  0.094
F (0.0505, 2.3240, -5.9730)  0.070
C (-5.5953, -7.5433, -3.3646)  -0.300
C (8.7466, 2.4535, 9.0817)  -0.286
H (1.2642, 3.6700, -9.9181)  0.087
H (3.4899, 0.0671, 5.5588)  0.077
C (0.5054, 1.9237, -1.3802)  -0.262
C (1.0753, -3.9535, -1.7867)  -0.499
O (0.6121, 0.6799, -0.7130)  -0.040
H (-1.6634, 1.2712, -4.6572)  0.135
N (-5.1774, -7.4647, -4.4280)  0.125
C (0.9291, -1.5232, 4.8629)  -0.221
C (-3.5198, -0.5639, -3.2847)  -0.478
H (-10.0305, -2.9749, 1.8586)  0.082
H (2.2390, 5.0672, -9.4257)  0.087
N (-0.1968, -1.2267, 0.6775)  0.014
C (0.8861, -0.5535, -1.3304)  -0.422
H (0.6032, -3.8944, -3.8569)  0.095
N (9.1244, 2.6021, 8.0109)  0.132
C (-3.6380, -4.6580, -0.5226)  -0.061
C (-3.4580, 7.3264, -3.5536)  -0.279
H (-6.3266, -6.6614, -1.6044)  0.071
H (-1.5505, -0.3503, -4.6584)  0.134
C (-0.7456, 2.0158, 3.1973)  -0.192
H (9.0209, 1.7614, 11.0448)  0.080
C (1.4545, -2.4010, 3.8082)  -0.075
N (0.4834, -10.2525, -1.7498)  0.116
H (-0.1187, 2.5474, 5.2065)  0.088
N (0.4961, -0.8100, 5.6790)  0.033
H (-3.5746, 5.8762, 2.0464)  0.084
C (5.8674, 2.6693, 6.7457)  -0.255
C (0.2002, -3.4355, -2.9422)  -0.151
N (-1.2085, -0.5012, 5.8822)  0.078
H (-2.1771, 5.6825, -3.8035)  0.054
O (2.6237, 1.8242, -5.0496)  -0.290
O (2.8332, 3.7831, -3.3358)  -0.192
F (-1.4962, 3.2505, -3.4121)  0.061
H (0.9869, -3.3885, 3.8685)  0.066
C (-5.0026, -3.0422, 0.3220)  -0.194
N (4.2380, 2.6484, -9.7107)  0.148
H (-0.8439, 0.9371, 3.4048)  0.099
H (5.5161, 4.6909, 7.1974)  0.084
C (-1.3345, 0.4779, -3.9708)  -0.120
C (-2.4085, 0.4338, -2.8614)  -0.214
C (-1.9486, -7.1792, 3.0978)  -0.269
H (1.3979, -8.6055, 0.7762)  0.082

Summary:
net charge: 0
highest occupied orbital energy: -6.904 eV
HOMO-LUMO gap: 5.49 eV
LUMO energy: -1.415 eV
E_tot: -161051.24413 eV

---

This record from the OMol25 dataset describes a structure of composition C28H28F3LaN5O5S2SeSi at a distorted geometry. The level of theory is ωB97M-V/def2-TZVPD.

Last column: Löwdin charge in e.
Positions of all 74 atoms, in Å:
H (3.9487, -3.0252, -5.2464)  0.093
H (-1.7614, 3.8526, -2.3576)  0.022
S (0.8894, -0.2596, -2.6578)  0.520
H (-2.3240, 3.5838, 2.3690)  0.020
H (-0.4104, 0.5593, 5.6028)  0.105
C (-5.3742, -1.1668, -2.8451)  -0.033
N (1.2668, 0.2730, 2.6998)  0.077
La (-0.1651, -0.3141, 0.2076)  1.897
C (4.4512, 0.5995, -1.5323)  -0.071
H (0.7109, 2.4523, -0.6861)  -0.045
C (-6.1361, -0.2541, -2.1678)  -0.096
C (1.9525, -1.6378, -2.8719)  -0.617
O (-2.5440, -2.3665, 0.3228)  -0.304
C (3.4512, -2.9019, -4.2916)  -0.110
H (5.6676, -1.1040, 1.1117)  0.104
C (3.6269, -3.8499, -3.2925)  -0.110
H (2.5869, 1.6451, -1.4524)  0.062
C (0.2946, 0.5258, 3.5834)  -0.150
N (-3.1344, -2.1084, -3.1334)  -0.213
H (-3.6524, 3.4822, 1.2144)  0.023
C (2.6363, -1.8034, -4.0803)  -0.124
H (4.2557, -4.7146, -3.4629)  0.089
H (2.5010, -1.0561, -4.8514)  0.092
H (4.6554, 0.8677, -2.5587)  0.103
H (-6.1924, 1.2958, -0.6713)  0.102
F (-1.8455, -3.6606, 3.0490)  0.156
C (-1.6240, -2.3870, 2.7525)  -0.619
C (-4.2115, 0.5915, -0.9529)  -0.035
S (-2.7769, -1.5918, 1.5058)  0.470
H (0.6847, 2.5118, 1.0696)  -0.035
C (2.6335, -0.4212, 4.5393)  -0.016
H (1.7558, -0.3458, 6.4857)  0.105
H (-0.2429, 5.4626, -0.5791)  0.013
O (-4.0711, -1.6502, 2.1078)  -0.251
C (1.3720, -2.4019, -0.5973)  -0.734
N (3.5250, -0.3574, 2.3529)  0.126
O (0.1324, -2.6433, -0.6206)  -0.264
H (6.2514, -0.5428, -1.2344)  0.104
Si (-1.4033, 3.3184, 0.0588)  0.395
H (4.2575, -0.8974, 2.7784)  0.129
C (1.6176, -0.1646, 5.4279)  -0.073
H (-0.6388, 0.8848, 3.1625)  0.099
H (3.1117, -4.4133, -1.2849)  0.114
O (1.9224, -1.8968, 0.4063)  -0.072
H (3.5888, -0.7971, 4.8833)  0.106
C (0.0900, 2.2240, 0.1928)  -0.463
C (2.1408, -2.6025, -1.8691)  -0.167
C (-5.5541, 0.6116, -1.2162)  -0.075
O (-2.1435, -0.2644, 1.5050)  -0.500
C (-0.9699, 5.1825, 0.1861)  -0.216
C (3.2877, 1.0220, -0.9156)  -0.177
N (-2.0601, -0.4262, -1.5345)  -0.371
C (2.9758, -3.6880, -2.0787)  -0.037
F (-0.3588, -2.2935, 2.2441)  0.050
Se (-1.5402, -1.8005, -2.4962)  1.181
H (-3.2631, 3.2211, -1.6830)  0.018
N (2.9433, 0.7051, 0.3318)  0.114
C (-3.3961, -0.3179, -1.6558)  -0.372
C (0.4177, 0.3424, 4.9443)  -0.076
H (-3.7647, 1.2313, -0.2047)  0.085
H (-1.8461, 5.8261, 0.0664)  0.012
H (-5.8101, -1.8580, -3.5540)  0.106
H (-0.5237, 5.3976, 1.1601)  0.011
H (-1.9364, 2.1244, -2.0660)  0.001
H (-2.7940, 2.0219, 1.7099)  -0.013
C (5.0037, -0.5009, 0.5040)  -0.026
C (5.3279, -0.1853, -0.7972)  -0.073
C (-2.1771, 3.1126, -1.6709)  -0.186
C (-2.6693, 3.0773, 1.4649)  -0.197
C (3.7874, -0.0418, 1.0270)  -0.326
F (-1.6489, -1.6982, 3.9038)  0.120
C (2.4350, -0.1619, 3.1700)  -0.287
C (-3.9901, -1.2317, -2.5849)  -0.383
H (-7.2027, -0.2022, -2.3463)  0.094

Summary:
energy relative to the best compared isomer or geometry (same formula, charge and spin): 0.0000 eV
net charge: -1
highest occupied orbital energy: -4.525 eV
HOMO-LUMO gap: 6.66 eV
LUMO energy: 2.134 eV
E_tot: -151091.78010 eV

---

This record from the OMol25 dataset describes a cluster of 2 separate species, H4O2 in total at a distorted geometry. The level of theory is ωB97M-V/def2-TZVPD.

Last column: natural (NBO) charge in e.
Positions of all 6 atoms, in Å:
H (0.2709, 0.1057, -2.3794)  0.476
O (-0.4674, 0.2200, 1.2833)  -0.952
H (-0.7621, -0.7008, 1.3618)  0.483
O (0.4164, -0.2942, -1.5361)  -0.985
H (0.1373, 0.3840, 2.0065)  0.475
H (0.4049, 0.2853, -0.7361)  0.504

Summary:
energy relative to the best compared isomer or geometry (same formula, charge and spin): 0.1609 eV
net charge: 0
highest occupied orbital energy: -11.026 eV
HOMO-LUMO gap: 11.89 eV
LUMO energy: 0.868 eV
E_tot: -4159.77803 eV
SMILES: O.O